Computed, not measured: a cluster of 10 separate species, C21H62N18O10 in total at a distorted geometry, with ωB97M-V/def2-TZVPD.

The geometry in ORCA input format:
```
! RIJCOSX wB97M-V def2-TZVPD def2/J DEFGRID3
* xyz 0 1
C 1.359 1.528 7.675
C 2.829 1.355 7.911
C 3.176 2.143 9.270
C 3.302 -0.044 8.019
C 3.407 -0.927 6.804
C 4.159 -0.185 5.682
C 3.649 1.172 5.371
C 4.609 1.918 4.347
C 2.309 1.005 4.626
N 3.538 1.882 6.710
O 3.373 3.255 6.556
H 0.693 1.433 8.533
H 1.068 2.481 7.232
H 0.922 0.733 7.071
H 2.803 3.167 9.243
H 2.679 1.689 10.127
H 4.263 2.211 9.296
H 4.179 -0.035 8.666
H 2.549 -0.553 8.622
H 3.865 -1.847 7.167
H 2.421 -1.268 6.486
H 4.143 -0.780 4.769
H 5.202 0.004 5.935
H 4.166 2.704 3.736
H 5.059 1.168 3.696
H 5.396 2.542 4.770
H 1.701 1.891 4.810
H 1.799 0.052 4.765
H 2.362 0.952 3.538
H 2.578 3.329 6.022
C 5.071 1.437 -4.077
O 3.880 1.600 -4.826
C 3.096 2.688 -4.286
C 1.751 2.734 -4.939
C 1.627 3.411 -6.276
N 0.729 3.376 -4.020
H 4.879 1.505 -3.006
H 5.860 2.118 -4.397
H 5.271 0.371 -4.181
H 3.070 2.733 -3.198
H 3.594 3.602 -4.610
H 1.403 1.726 -5.165
H 0.613 3.528 -6.658
H 2.044 2.710 -6.999
H 2.046 4.415 -6.339
H 1.020 4.340 -3.930
H 0.873 2.929 -3.126
N 3.441 -2.958 -6.345
C 2.427 -3.760 -6.021
N 2.424 -4.861 -6.786
O 1.573 -3.446 -5.225
H 4.121 -3.158 -7.065
H 3.579 -2.234 -5.654
H 1.831 -5.629 -6.507
H 3.210 -5.044 -7.394
N 0.170 -4.949 1.523
C 0.378 -4.150 2.502
N -0.545 -3.280 2.630
O 1.492 -3.956 2.985
H -0.783 -5.142 1.251
H 0.775 -5.739 1.350
H -1.179 -3.255 1.844
H -0.112 -2.372 2.725
N -5.358 1.542 3.105
C -5.557 0.371 2.745
N -4.412 -0.290 2.523
O -6.619 -0.058 2.340
H -6.188 2.101 3.239
H -4.536 1.842 3.610
H -4.430 -1.227 2.144
H -3.617 0.187 2.123
N -0.761 -1.499 -2.370
C -0.185 -0.804 -1.429
N 1.089 -1.017 -1.469
O -0.805 -0.222 -0.602
H -1.769 -1.485 -2.438
H -0.065 -1.860 -3.006
H 1.722 -0.576 -0.817
H 1.314 -1.671 -2.204
N -4.978 2.292 -6.931
C -3.887 2.813 -6.472
N -3.252 2.126 -5.535
O -3.522 3.986 -6.812
H -5.485 2.738 -7.682
H -5.343 1.423 -6.567
H -3.500 1.202 -5.210
H -2.455 2.614 -5.153
N -7.235 -2.562 -3.736
C -6.539 -1.752 -3.001
N -7.205 -1.452 -1.940
O -5.414 -1.290 -3.221
H -8.071 -2.909 -3.286
H -6.996 -2.945 -4.639
H -8.184 -1.308 -2.142
H -6.718 -0.875 -1.270
N -1.224 4.382 1.075
C -1.507 5.036 2.173
N -2.551 5.768 2.058
O -0.957 4.732 3.230
H -1.485 4.624 0.130
H -0.682 3.531 1.132
H -2.961 6.123 1.206
H -3.040 6.112 2.872
N -2.950 -7.687 -3.797
C -2.256 -6.806 -4.370
N -2.339 -5.710 -3.637
O -1.606 -6.922 -5.300
H -2.794 -8.682 -3.874
H -3.710 -7.257 -3.290
H -1.730 -5.042 -4.087
H -2.430 -5.905 -2.650
*
```

The LUMO energy is -0.0013 Ha. Its structure (SMILES) is CC1(C)CCCC(C)(C)N1O.COC[C@H](C)N.NC(N)=O.NC(N)=O.NC(N)=O.NC(N)=O.NC(N)=O.NC(N)=O.NC(N)=O.NC(N)=O. The calculated total energy is -70078.47268 eV. Its frontier orbital gap is 7.77 eV. The relative energy (zero: lowest compared OMol25 entry of this formula, charge and spin) is 87.1 kcal/mol.